1.
Here is C4H3NO in the gas phase at a distorted geometry from the OMol25 dataset. Energies are from the ωB97M-V functional and the def2-TZVPD basis.

Structure (ORCA input):
```
! RIJCOSX wB97M-V def2-TZVPD def2/J DEFGRID3
* xyz 0 1
C -0.58699 0.12851 -1.01107
C 0.08867 0.19263 0.17556
C 1.39897 0.90680 -0.06973
N 2.35326 1.58632 -0.61167
C -0.35850 -0.90019 1.24230
O -0.09014 -0.30116 2.43758
H -0.24453 0.82324 -1.97673
H -1.36564 -0.61534 -1.01870
H -1.19509 -1.82081 0.83247
*
```

As for the energy above the lowest of the compared OMol25 structures with the same formula, charge and spin: 98.61 kcal/mol. The calculation puts the HOMO energy at -10.47 eV. Its HOMO-LUMO gap is 9.291 eV.

=====

2.
Here is 2 unconnected molecules or ions with the total composition C4H3NO2 at a distorted geometry from the OMol25 dataset. Energies are from the ωB97M-V functional and the def2-TZVPD basis.

Structure (ORCA input):
```
! RIJCOSX wB97M-V def2-TZVPD def2/J DEFGRID3
* xyz 0 1
C -2.73199 0.15935 -0.21642
C -3.86634 0.01117 -0.02731
C 1.19403 -0.87005 0.11351
C 0.20135 0.31150 0.37306
N 0.55813 1.32614 -0.30665
O 0.74987 -2.01289 0.55876
O 2.19992 -0.64885 -0.47373
H 0.04598 2.10325 -0.45213
H 1.52292 1.37640 -0.74375
H 0.12613 -1.75602 1.17467
*
```

As for the energy above the lowest of the compared OMol25 structures with the same formula, charge and spin: 260.91 kcal/mol. The calculation puts the HOMO energy (spin up / spin down) at -9.10 / -9.68 eV. Its HOMO-LUMO gap (spin up / spin down) is 5.923 / 6.424 eV.

=====

3.
Here is a molecular structure, C4H3NO2 at a distorted geometry from the OMol25 dataset. Energies are from the ωB97M-V functional and the def2-TZVPD basis.

Structure (ORCA input):
```
! RIJCOSX wB97M-V def2-TZVPD def2/J DEFGRID3
* xyz 0 1
C -1.45451 0.85705 0.11489
C -0.20515 0.30601 0.03837
C 1.78318 -0.09093 -0.10961
C -0.04231 -1.17120 -0.11559
H -2.25864 0.07509 0.20581
H -1.82237 1.88545 0.31726
H 2.72979 0.40992 -0.21349
N 1.34026 -1.26266 -0.12744
O 0.88671 0.92007 -0.10221
O -0.95697 -1.92881 -0.00797
*
```

As for the energy above the lowest of the compared OMol25 structures with the same formula, charge and spin: 49.05 kcal/mol. The calculation puts the HOMO energy at -9.72 eV. Its HOMO-LUMO gap is 9.068 eV.

=====

4.
Here is 2 unconnected molecules or ions with the total composition C4H3NO2 at a distorted geometry from the OMol25 dataset. Energies are from the ωB97M-V functional and the def2-TZVPD basis.

Structure (ORCA input):
```
! RIJCOSX wB97M-V def2-TZVPD def2/J DEFGRID3
* xyz 0 1
N 1.08175 -1.04435 -2.19836
C 1.06532 -0.09869 -1.47601
C 0.82438 0.90780 -0.74236
C 0.52883 1.70936 0.24761
O 0.03391 2.55500 0.90766
H 1.80271 -1.61251 -2.45016
C -1.30279 -0.64515 1.39155
O -2.10503 -1.38870 0.91549
H -1.49894 0.46346 1.42997
H -0.43012 -0.84622 1.97460
*
```

As for the energy above the lowest of the compared OMol25 structures with the same formula, charge and spin: 83.58 kcal/mol. The calculation puts the HOMO energy at -9.70 eV. Its HOMO-LUMO gap is 9.490 eV.

=====

5.
Here is C4H3NO2 in the gas phase from the OMol25 dataset. Energies are from the ωB97M-V functional and the def2-TZVPD basis.

Structure (ORCA input):
```
! RIJCOSX wB97M-V def2-TZVPD def2/J DEFGRID3
* xyz 0 1
N -2.34465 0.39790 -0.73649
C -1.27662 0.61920 -0.18628
C -0.19150 0.82281 0.53171
C 0.86258 -0.19828 0.71451
O 0.49718 -1.61464 0.33613
C 1.43143 -0.98505 -0.36752
O 2.13538 -1.19193 -1.30470
H -2.39227 0.61508 -1.73087
H -0.06349 1.78343 1.01603
H 1.39401 -0.14616 1.66379
*
```

As for the energy above the lowest of the compared OMol25 structures with the same formula, charge and spin: 63.66 kcal/mol. The calculation puts the HOMO energy at -9.31 eV. Its HOMO-LUMO gap is 9.938 eV.

=====

6.
Here is 2 unconnected molecules or ions with the total composition C4H3NO2 at a distorted geometry from the OMol25 dataset. Energies are from the ωB97M-V functional and the def2-TZVPD basis.

Structure (ORCA input):
```
! RIJCOSX wB97M-V def2-TZVPD def2/J DEFGRID3
* xyz 0 1
C -2.21915 -0.73817 -0.01682
C 0.31690 -0.95819 0.09988
C 1.65448 -0.43520 -0.20144
C -0.87744 -0.40868 -0.10601
N -3.31708 -1.03816 0.14317
O 2.68134 -0.92831 0.20324
O -0.82214 1.63760 -0.29587
H 0.30137 -1.97496 0.39853
H 1.54985 0.46846 -0.70868
H -1.03757 1.65766 0.62709
*
```

As for the energy above the lowest of the compared OMol25 structures with the same formula, charge and spin: 113.76 kcal/mol. The calculation puts the HOMO energy at -11.14 eV. Its HOMO-LUMO gap is 9.237 eV.

=====

Sequential E_tot output: -284.01597, -359.05458, -359.39219, -359.33717, -359.36890, -359.28907 Ha